No. 1
The ion C25H20N3O6 with charge -1. Source: OMol25; level of theory: ωB97M-V with the def2-TZVPD basis set.

```
54
C25H20N3O6 ωB97M-V with the def2-TZVPD basis set
O -2.401 -2.762 0.927
C -2.317 -2.110 1.978
O -1.960 -2.304 3.141
C -2.696 -0.585 1.826
C -3.204 0.075 3.126
C -2.076 0.982 3.476
C -1.840 1.667 4.670
C -0.600 2.311 4.905
C 0.477 2.105 4.014
C 0.240 1.345 2.851
C -1.030 0.861 2.547
N -1.409 -0.018 1.544
C -0.602 -0.467 0.522
C 0.539 0.142 0.098
C 1.493 -0.486 -0.821
C 2.917 -0.022 -0.568
C 3.977 -0.903 -0.349
C 5.310 -0.429 -0.312
C 5.553 0.946 -0.432
C 4.483 1.843 -0.538
C 3.157 1.357 -0.520
C 1.125 -0.776 -2.427
C -0.326 -1.075 -2.773
C -0.809 -2.410 -2.865
C -2.177 -2.676 -3.092
C -3.099 -1.631 -3.269
C -2.641 -0.316 -3.171
N -3.563 0.771 -3.234
O -3.102 1.927 -3.302
O -4.784 0.506 -3.214
C -1.240 -0.052 -2.903
N 1.602 0.455 -3.126
O 2.743 0.458 -3.619
O 0.850 1.459 -3.124
H -3.365 -0.467 0.975
H -4.146 0.585 2.921
H -3.353 -0.647 3.932
H -2.600 1.681 5.452
H -0.447 2.935 5.803
H 1.473 2.497 4.254
H 1.092 1.122 2.223
H -1.029 -1.265 -0.073
H 0.767 1.160 0.488
H 1.334 -1.580 -0.836
H 3.803 -1.981 -0.322
H 6.141 -1.129 -0.159
H 6.580 1.337 -0.333
H 4.648 2.924 -0.582
H 2.336 2.066 -0.579
H 1.775 -1.654 -2.724
H -0.063 -3.203 -2.883
H -2.510 -3.713 -3.216
H -4.175 -1.823 -3.375
H -0.851 0.967 -2.932
```

Results
**Energy above the lowest of the compared OMol25 structures with the same formula, charge and spin**: 31.9 kJ/mol
**Strongest force on any atom**: 3.220 eV/A
**Structure (SMILES)**: O=C([O-])[C@H]1Cc2ccccc2N1/C=C/[C@H](c1ccccc1)[C@@H](c1cccc([N+](=O)[O-])c1)[N+](=O)[O-]
**Frontier orbital gap**: 5.3313 eV
**Total charge**: -1
**HOMO energy**: -3.99 eV
**Energy**: -42999.4756 eV


No. 2
A structure of composition C25H21AsCl3IrN2O2PS4. Source: OMol25; level of theory: ωB97M-V with the def2-TZVPD basis set.

```
60
C25H21AsCl3IrN2O2PS4 ωB97M-V with the def2-TZVPD basis set
Ir 0.012 0.471 0.469
Cl -6.392 0.357 -3.450
C -4.867 -0.018 -2.720
C -4.316 0.845 -1.788
C -3.112 0.512 -1.211
Cl -2.365 1.576 -0.087
C -2.391 -0.679 -1.488
O -1.314 -0.990 -0.890
C -3.001 -1.486 -2.487
Cl -2.179 -2.929 -2.972
C -4.203 -1.177 -3.085
H -4.812 1.762 -1.513
H -4.617 -1.834 -3.833
S 1.452 -0.805 -1.232
C 2.893 -1.185 -0.389
C 3.743 -2.111 -1.014
N 4.379 -2.931 -1.512
C 3.216 -0.727 0.882
S 2.171 0.210 1.867
C 4.450 -1.072 1.455
N 5.457 -1.339 1.943
S -0.475 2.199 2.574
P 0.613 3.428 1.444
S 1.015 2.800 -0.421
C 2.134 3.918 2.341
C 3.278 4.284 1.645
C 4.382 4.745 2.339
C 4.349 4.831 3.721
C 3.216 4.440 4.416
C 2.107 3.981 3.729
C -0.242 5.036 1.217
C 0.432 6.249 1.226
C -0.255 7.417 0.950
C -1.606 7.381 0.648
C -2.276 6.169 0.621
C -1.596 4.999 0.903
H 3.298 4.199 0.567
H 5.269 5.037 1.798
H 5.213 5.195 4.259
H 3.199 4.491 5.496
H 1.221 3.656 4.258
H 1.492 6.280 1.436
H 0.274 8.359 0.970
H -2.134 8.301 0.442
H -3.329 6.138 0.375
H -2.114 4.051 0.874
C 0.885 -3.351 2.085
As -0.936 -2.673 1.846
C -1.632 -3.637 0.299
C -2.010 -3.229 3.395
O -1.032 -1.054 1.903
H 0.883 -4.279 2.656
H 1.469 -2.593 2.607
H 1.333 -3.540 1.109
H -1.645 -4.706 0.507
H -0.978 -3.432 -0.547
H -2.633 -3.289 0.049
H -2.040 -4.307 3.538
H -3.019 -2.837 3.245
H -1.580 -2.744 4.273
```

Results
**Energy above the lowest of the compared OMol25 structures with the same formula, charge and spin**: 76.2 kJ/mol
**Strongest force on any atom**: 1.974 eV/A
**Expectation value of S²**: 6.039
**Frontier orbital gap (alpha / beta)**: 6.7892 / 5.5758 eV
**Total charge**: -1
**HOMO energy (alpha / beta)**: -4.46 / -5.04 eV
**Energy**: -187217.3740 eV
**2S+1**: 5


No. 3
A structure of composition C25H21BrF4InO3. Source: OMol25; level of theory: ωB97M-V with the def2-TZVPD basis set.

```
55
C25H21BrF4InO3 ωB97M-V with the def2-TZVPD basis set
In -14.249 -24.293 -2.038
Br -14.048 -25.267 -9.220
O -13.304 -26.875 -6.219
C -13.633 -26.022 -5.223
O -13.491 -26.265 -4.049
O -14.242 -24.963 -5.403
H -13.641 -26.428 -7.000
F -7.819 -29.090 -10.593
C -8.694 -28.671 -9.662
C -8.511 -28.986 -8.328
C -9.487 -28.748 -7.391
C -10.593 -28.009 -7.769
C -10.744 -27.623 -9.126
C -9.819 -27.978 -10.069
H -7.598 -29.462 -8.001
H -9.264 -29.011 -6.367
H -11.384 -27.689 -7.108
H -11.657 -27.089 -9.343
H -9.983 -27.815 -11.124
F -17.391 -32.195 -9.442
C -16.514 -31.176 -9.206
C -15.451 -30.976 -10.097
C -14.651 -29.859 -9.907
C -14.759 -29.156 -8.717
C -15.821 -29.402 -7.802
C -16.779 -30.361 -8.132
H -15.468 -31.571 -10.998
H -13.904 -29.565 -10.629
H -13.950 -28.480 -8.486
H -15.953 -28.790 -6.922
H -17.546 -30.483 -7.382
F -10.253 -30.679 -3.234
C -11.073 -30.994 -4.311
C -11.153 -32.307 -4.827
C -11.941 -32.546 -5.946
C -12.710 -31.508 -6.523
C -12.686 -30.264 -5.956
C -11.839 -29.962 -4.926
H -10.579 -33.119 -4.405
H -12.147 -33.500 -6.409
H -13.349 -31.739 -7.363
H -13.256 -29.475 -6.423
H -11.855 -28.973 -4.493
F -16.058 -26.568 -2.844
C -16.718 -27.696 -2.894
C -16.225 -28.723 -3.703
C -16.967 -29.920 -3.854
C -18.069 -30.083 -3.012
C -18.485 -29.114 -2.106
C -17.837 -27.923 -2.102
H -15.306 -28.683 -4.269
H -16.576 -30.719 -4.467
H -18.587 -31.029 -3.061
H -19.323 -29.284 -1.446
H -18.164 -27.209 -1.361
```

Results
**Strongest force on any atom**: 4.188 eV/A
**Frontier orbital gap**: 2.4429 eV
**Total charge**: +1
**HOMO energy**: -11.36 eV
**Energy**: -118481.6111 eV


No. 4
A structure of composition C25H21Cl3N4OPdS4. Source: OMol25; level of theory: ωB97M-V with the def2-TZVPD basis set.

```
59
C25H21Cl3N4OPdS4 ωB97M-V with the def2-TZVPD basis set
Pd -3.538 0.735 -0.090
C -4.915 -1.872 -2.002
C -3.708 -1.261 -2.619
N -2.905 -0.428 -1.993
C -1.836 -0.056 -2.779
C -1.831 -0.620 -4.019
S -3.189 -1.631 -4.217
C -1.052 1.584 -0.954
C 0.053 2.525 -0.549
S -0.502 4.040 -0.206
C -2.175 3.541 -0.559
N -2.279 2.349 -0.998
C -3.321 4.442 -0.292
H -5.260 -1.263 -1.171
H -4.676 -2.868 -1.623
H -5.721 -1.984 -2.726
H -1.110 -0.484 -4.812
H 1.117 2.303 -0.553
H -3.034 5.492 -0.343
H -3.690 4.245 0.719
H -4.123 4.243 -0.999
Cl 5.600 3.776 -0.707
C 4.621 2.445 -0.273
C 5.069 1.145 -0.489
C 4.270 0.085 -0.114
C 3.018 0.258 0.485
C 2.277 -1.028 0.851
C 1.581 -1.575 -0.399
N 0.502 -0.650 -0.770
C 0.461 -0.058 -1.928
C -0.703 0.821 -2.265
N -1.340 0.554 0.071
C -0.547 -0.440 0.135
O 1.309 -0.938 1.848
C 1.754 -1.281 3.168
C 1.622 -2.750 3.433
C 2.534 -3.475 4.162
Cl 3.973 -2.909 4.857
S 2.042 -5.127 4.346
C 0.632 -4.847 3.447
C 0.529 -3.551 3.027
C 2.578 1.576 0.665
Cl 1.008 1.969 1.298
C 3.373 2.654 0.296
H 6.041 0.975 -0.933
H 4.645 -0.922 -0.264
H 3.034 -1.767 1.139
H 1.160 -2.562 -0.194
H 2.303 -1.646 -1.209
H 1.252 -0.265 -2.641
H -0.419 1.514 -3.060
H -0.663 -1.163 0.934
H 1.111 -0.722 3.850
H 2.785 -0.959 3.331
H -0.073 -5.644 3.272
H -0.322 -3.184 2.467
H 3.023 3.665 0.462
S -6.869 1.763 0.347
C -5.475 1.232 0.136
```

Results
**Energy above the lowest of the compared OMol25 structures with the same formula, charge and spin**: 538.3 kJ/mol
**Strongest force on any atom**: 3.408 eV/A
**Expectation value of S²**: 0.756
**Frontier orbital gap (alpha / beta)**: 3.8695 / 3.8308 eV
**Total charge**: +3
**HOMO energy (alpha / beta)**: -14.87 / -14.87 eV
**Energy**: -118630.1329 eV
**2S+1**: 2


Which value of strongest force on any atom does entry 3 give? 4.188 eV/A


Copy entry 1 word for word.
The ion C25H20N3O6 with charge -1. Source: OMol25; level of theory: ωB97M-V with the def2-TZVPD basis set.

```
54
C25H20N3O6 ωB97M-V with the def2-TZVPD basis set
O -2.401 -2.762 0.927
C -2.317 -2.110 1.978
O -1.960 -2.304 3.141
C -2.696 -0.585 1.826
C -3.204 0.075 3.126
C -2.076 0.982 3.476
C -1.840 1.667 4.670
C -0.600 2.311 4.905
C 0.477 2.105 4.014
C 0.240 1.345 2.851
C -1.030 0.861 2.547
N -1.409 -0.018 1.544
C -0.602 -0.467 0.522
C 0.539 0.142 0.098
C 1.493 -0.486 -0.821
C 2.917 -0.022 -0.568
C 3.977 -0.903 -0.349
C 5.310 -0.429 -0.312
C 5.553 0.946 -0.432
C 4.483 1.843 -0.538
C 3.157 1.357 -0.520
C 1.125 -0.776 -2.427
C -0.326 -1.075 -2.773
C -0.809 -2.410 -2.865
C -2.177 -2.676 -3.092
C -3.099 -1.631 -3.269
C -2.641 -0.316 -3.171
N -3.563 0.771 -3.234
O -3.102 1.927 -3.302
O -4.784 0.506 -3.214
C -1.240 -0.052 -2.903
N 1.602 0.455 -3.126
O 2.743 0.458 -3.619
O 0.850 1.459 -3.124
H -3.365 -0.467 0.975
H -4.146 0.585 2.921
H -3.353 -0.647 3.932
H -2.600 1.681 5.452
H -0.447 2.935 5.803
H 1.473 2.497 4.254
H 1.092 1.122 2.223
H -1.029 -1.265 -0.073
H 0.767 1.160 0.488
H 1.334 -1.580 -0.836
H 3.803 -1.981 -0.322
H 6.141 -1.129 -0.159
H 6.580 1.337 -0.333
H 4.648 2.924 -0.582
H 2.336 2.066 -0.579
H 1.775 -1.654 -2.724
H -0.063 -3.203 -2.883
H -2.510 -3.713 -3.216
H -4.175 -1.823 -3.375
H -0.851 0.967 -2.932
```

Results
**Energy above the lowest of the compared OMol25 structures with the same formula, charge and spin**: 31.9 kJ/mol
**Strongest force on any atom**: 3.220 eV/A
**Structure (SMILES)**: O=C([O-])[C@H]1Cc2ccccc2N1/C=C/[C@H](c1ccccc1)[C@@H](c1cccc([N+](=O)[O-])c1)[N+](=O)[O-]
**Frontier orbital gap**: 5.3313 eV
**Total charge**: -1
**HOMO energy**: -3.99 eV
**Energy**: -42999.4756 eV